No. 1
C27H27O10S2 | the ωB97M-V functional and the def2-TZVPD basis

ORCA input file:
```
! wB97M-V def2-TZVPD RIJCOSX def2/J DEFGRID3
* xyz -1 1
C 3.351 -0.234 -3.441
O 2.198 -0.798 -2.805
C 1.044 -0.117 -2.926
O 0.821 0.615 -3.854
C -0.096 -0.711 -1.854
O -0.034 -2.103 -1.755
C 0.209 -2.844 -2.936
C -1.339 -0.159 -2.717
O -2.000 0.799 -2.334
O -1.680 -0.824 -3.817
C -2.888 -0.377 -4.529
C -0.265 -0.308 -0.495
C 0.884 -0.056 0.394
S 1.528 1.540 0.002
O 2.688 1.796 0.830
O 1.687 1.601 -1.442
C 0.362 2.953 0.307
C -0.343 3.444 -0.803
C -1.140 4.589 -0.687
C -1.245 5.243 0.539
C -0.520 4.776 1.633
C 0.293 3.651 1.525
S 0.972 -0.376 2.176
O 0.451 0.772 2.900
O 0.438 -1.691 2.523
C 2.707 -0.390 2.584
C 3.221 0.173 3.754
C 4.601 0.157 3.982
C 5.449 -0.404 3.035
C 4.955 -0.961 1.853
C 3.555 -0.961 1.624
C -1.518 -0.959 0.154
C -2.346 -1.923 -0.473
C -3.462 -2.497 0.180
C -3.695 -2.156 1.527
O -4.642 -2.946 2.137
C -4.787 -2.919 3.594
C -2.972 -1.127 2.117
C -1.936 -0.528 1.397
H 4.177 -0.913 -3.150
H 3.247 -0.197 -4.534
H 3.530 0.793 -3.079
H 1.291 -2.887 -3.069
H -0.224 -3.798 -2.683
H -0.327 -2.418 -3.764
H -3.123 -1.180 -5.228
H -3.729 -0.217 -3.851
H -2.682 0.543 -5.072
H -0.435 0.669 -0.894
H -0.253 2.924 -1.762
H -1.660 4.939 -1.576
H -1.888 6.109 0.622
H -0.585 5.299 2.580
H 0.888 3.290 2.367
H 2.537 0.624 4.455
H 4.992 0.588 4.876
H 6.526 -0.402 3.182
H 5.613 -1.398 1.067
H 3.125 -1.396 0.698
H -2.193 -2.289 -1.496
H -4.068 -3.209 -0.320
H -5.453 -3.753 3.777
H -3.846 -3.081 4.110
H -5.253 -1.992 3.905
H -3.202 -0.771 3.117
H -1.512 0.382 1.820
*
```

SMILES = COC(=O)C(OC)(C(=O)OC)[C@H](C(S(=O)(=O)c1ccccc1)=[S@@](=O)([O-])c1ccccc1)c1ccc(OC)cc1
HOMO energy = -4.35 eV
gap between HOMO and LUMO = 7.11 eV

No. 2
C22H25N6NiO3 | the ωB97M-V functional and the def2-TZVPD basis

ORCA input file:
```
! wB97M-V def2-TZVPD RIJCOSX def2/J DEFGRID3
* xyz -1 3
Ni 0.721 0.826 -0.047
C 0.400 1.798 2.836
N 0.466 0.535 2.095
C 1.626 -0.260 2.542
C -0.732 -0.277 2.169
C -1.603 -0.223 3.241
C -2.739 -1.025 3.273
C -2.982 -1.884 2.212
C -2.114 -1.942 1.129
C -0.969 -1.136 1.075
N -0.129 -0.958 -0.007
C -0.067 -1.747 -1.120
C -0.412 -3.113 -1.194
C -0.332 -3.811 -2.388
C 0.098 -3.190 -3.556
C 0.479 -1.856 -3.493
C 0.414 -1.146 -2.306
N 0.880 0.237 -2.243
C 2.301 0.303 -2.628
C 0.102 1.135 -3.109
H 0.417 1.641 3.920
H -0.500 2.346 2.567
H 1.274 2.391 2.566
H 1.476 -0.584 3.578
H 2.525 0.347 2.474
H 1.753 -1.123 1.893
H -1.415 0.468 4.054
H -3.429 -0.960 4.104
H -3.878 -2.494 2.206
H -2.354 -2.577 0.286
H -0.722 -3.618 -0.289
H -0.602 -4.862 -2.405
H 0.149 -3.733 -4.491
H 0.839 -1.362 -4.389
H 2.431 0.034 -3.682
H 2.875 -0.381 -2.011
H 2.667 1.318 -2.475
H 0.359 0.986 -4.165
H 0.310 2.171 -2.840
H -0.961 0.960 -2.979
C 4.939 1.546 0.221
C 3.736 0.627 0.199
O 3.876 -0.591 0.225
O 2.604 1.250 0.148
H 5.840 0.981 0.446
H 4.794 2.345 0.950
H 5.039 2.014 -0.761
N -2.660 0.664 -0.965
C -2.188 1.673 -0.170
O -0.951 1.946 -0.187
C -3.102 2.414 0.609
C -2.644 3.486 1.424
N -2.274 4.355 2.089
C -4.483 2.066 0.620
N -5.589 1.729 0.621
H -1.976 -0.062 -1.128
H -3.584 0.323 -0.747
*
```

⟨S²⟩ = 2.0046
HOMO energy (spin up / spin down) = -4.44 / -4.37 eV
gap between HOMO and LUMO (spin up / spin down) = 7.27 / 7.19 eV

No. 3
C20H23BBrLuO4 | the ωB97M-V functional and the def2-TZVPD basis

ORCA input file:
```
! wB97M-V def2-TZVPD RIJCOSX def2/J DEFGRID3
* xyz 0 1
Lu -0.482 0.825 1.519
C -1.565 -3.339 0.092
C -0.650 -2.181 0.345
O -1.196 -1.142 0.775
C 0.768 -2.292 0.097
C 1.271 -3.491 -0.463
C 2.599 -3.657 -0.731
C 3.480 -2.601 -0.432
C 3.032 -1.429 0.119
C 1.666 -1.242 0.400
O 1.284 -0.111 0.929
H -2.575 -3.059 0.369
H -1.248 -4.207 0.672
H -1.541 -3.616 -0.963
H 0.586 -4.298 -0.689
H 2.966 -4.578 -1.163
H 4.538 -2.718 -0.637
H 3.704 -0.616 0.356
C -2.298 3.403 -2.963
C -1.538 2.120 -2.675
C -1.942 1.036 -3.649
O -1.914 1.687 -1.335
B -0.943 2.125 -0.441
O 0.138 2.663 -1.130
C -0.008 2.332 -2.539
C 0.550 3.474 -3.360
C 0.798 1.066 -2.779
H -3.364 3.213 -2.833
H -2.126 3.748 -3.984
H -2.011 4.198 -2.272
H -3.029 0.946 -3.662
H -1.520 0.070 -3.372
H -1.610 1.282 -4.663
H 0.101 4.425 -3.079
H 0.374 3.302 -4.426
H 1.628 3.545 -3.203
H 0.392 0.220 -2.216
H 1.820 1.235 -2.439
H 0.822 0.797 -3.837
Br 0.376 -1.449 8.169
C 0.080 -0.707 6.454
C -0.524 -1.477 5.477
C -0.727 -0.914 4.219
C -0.355 0.396 3.902
C 0.246 1.125 4.933
C 0.471 0.597 6.200
H -0.829 -2.493 5.691
H -1.202 -1.550 3.475
H 0.562 2.152 4.768
H 0.943 1.186 6.975
*
```

energy above the lowest of the compared OMol25 structures with the same formula, charge and spin = 14.0 kJ/mol
HOMO energy = -7.78 eV
gap between HOMO and LUMO = 7.11 eV

No. 4
C9H10BCl2Cs2F5ILiNNa2O16P3 | the ωB97M-V functional and the def2-TZVPD basis

ORCA input file:
```
! wB97M-V def2-TZVPD RIJCOSX def2/J DEFGRID3
* xyz -2 1
N 5.058 -0.163 -1.506
B 4.318 1.150 -1.485
O 4.767 2.124 -0.528
O 3.250 1.332 -2.460
P 1.857 2.092 -1.780
O 1.797 2.075 -0.245
O 1.944 3.764 -2.238
I 0.938 3.851 -4.031
O 0.467 1.439 -2.580
C -0.058 0.274 -1.920
F 0.906 -0.534 -1.268
F -0.612 -0.535 -2.952
C -1.301 0.725 -0.989
F -2.489 0.241 -1.574
F -1.214 0.294 0.359
F -1.344 2.149 -1.045
H 4.550 -0.755 -2.209
H 5.991 -0.029 -1.948
H 4.553 3.030 -0.872
Li 2.320 0.829 1.507
O -3.834 -0.549 -4.828
P -2.915 0.540 -5.425
O -1.594 -0.107 -5.903
O -2.612 1.599 -4.354
O -3.623 1.205 -6.623
C -2.525 -0.793 2.858
C -3.420 0.107 2.427
C -4.520 0.568 3.296
O -5.341 1.392 2.901
C -4.597 0.001 4.657
C -3.704 -0.898 5.088
C -2.601 -1.360 4.219
O -1.780 -2.181 4.614
H -1.711 -1.144 2.235
H -3.378 0.532 1.433
H -5.410 0.352 5.281
H -3.746 -1.324 6.086
Na 2.396 0.879 -4.159
Cs -2.310 0.861 4.915
Cs -5.779 -0.229 -5.654
O -4.855 -0.923 8.492
H -5.500 -1.624 8.546
C 4.607 -0.141 4.689
Cl 6.173 -0.874 5.040
Cl 4.127 -0.437 3.011
H 3.858 -0.571 5.352
H 4.674 0.934 4.853
Na -1.442 0.383 -8.228
O 4.227 -4.541 -2.140
P 3.133 -3.908 -3.011
O 1.758 -4.169 -2.383
O 3.175 -4.539 -4.408
O 3.370 -2.395 -3.114
*
```

HOMO energy = -0.67 eV
gap between HOMO and LUMO = 1.50 eV

No. 5
C4H8N2O | the ωB97M-V functional and the def2-TZVPD basis

ORCA input file:
```
! wB97M-V def2-TZVPD RIJCOSX def2/J DEFGRID3
* xyz 0 1
H -0.614 -0.271 1.982
N 0.249 -0.178 1.444
C 0.019 -0.147 0.184
N -1.166 -0.174 -0.480
C -2.439 -0.048 0.180
C 1.207 -0.048 -0.763
C 2.550 0.247 -0.159
O 1.025 -0.179 -1.957
H -1.096 -0.153 -1.487
H -3.210 0.144 -0.568
H -2.430 0.795 0.885
H -2.714 -0.956 0.732
H 2.850 -0.560 0.515
H 3.281 0.375 -0.959
H 2.486 1.152 0.453
*
```

energy above the lowest of the compared OMol25 structures with the same formula, charge and spin = 101.7 kJ/mol
SMILES = [H]/N=C(\NC)C(C)=O
HOMO energy = -9.25 eV
gap between HOMO and LUMO = 9.91 eV

No. 6
C3H3NO2 | the ωB97M-V functional and the def2-TZVPD basis

ORCA input file:
```
! wB97M-V def2-TZVPD RIJCOSX def2/J DEFGRID3
* xyz 0 1
O -2.299 -0.919 2.023
C -1.258 -1.049 1.594
C 1.378 -0.600 -0.239
N 0.609 0.333 -0.515
C -0.373 1.177 -0.814
O -1.467 1.183 -0.280
H 2.090 -0.486 0.579
H 1.379 -1.551 -0.778
H -0.059 1.913 -1.570
*
```

energy above the lowest of the compared OMol25 structures with the same formula, charge and spin = 227.0 kJ/mol
HOMO energy = -9.76 eV
gap between HOMO and LUMO = 10.28 eV

no.,E_tot (Ha)
1,-2593.74328
2,-2916.06784
3,-4911.37251
4,-4746.20482
5,-341.96492
6,-321.29118